Entry from the OMol25 dataset: a molecular structure, C38H66CdGeNO7Te (wB97M-V/def2-TZVPD).

Structure (XYZ):
```
115
Properties=species:S:1:pos:R:3:forces:R:3:lowdin_charge:R:1
Cd -0.464112 -0.859925 1.320288 0.2731 0.1693 0.0299 1.48
C 0.922822 -0.078179 5.169939 0.0272 -0.0467 0.0965 -0.02
C -0.540219 -0.498662 5.109806 0.0829 0.2840 -0.1684 -0.70
C -0.707111 -1.867409 5.763478 0.0503 -0.0654 0.0324 -0.05
C -1.400995 0.530912 5.843150 0.0941 0.0260 0.0824 -0.04
O -0.922800 -0.516250 3.720768 -0.1968 -0.2975 0.0438 -0.40
Ge -2.643768 -1.221280 3.337520 -0.0746 -0.0328 -0.0351 0.99
O -1.691999 -2.526240 2.268159 -0.0845 -0.1095 0.0428 -0.43
C -2.079817 -3.898593 2.065827 0.1306 0.1395 -0.1017 -0.69
C -3.216247 -3.983210 1.050759 0.0494 -0.0439 -0.0399 -0.03
C -2.523365 -4.513748 3.387194 0.0093 -0.1264 0.0155 -0.05
C -0.854525 -4.640644 1.548371 -0.0278 -0.0263 -0.0417 -0.03
O -2.549087 -0.081628 1.810222 -0.2486 0.0683 -0.1116 -0.44
C -3.679100 0.308282 0.993513 0.1648 0.0516 0.0802 -0.68
C -3.938417 1.789123 1.245287 -0.0309 0.0108 -0.0667 -0.03
C -4.938993 -0.473216 1.347696 -0.0253 0.0318 -0.0256 -0.07
C -3.305580 0.058776 -0.461661 -0.0890 0.0486 -0.0317 -0.02
H 1.302172 -0.154825 6.189742 -0.0122 0.0301 0.0320 0.10
H 1.057459 0.952803 4.839917 -0.0419 0.0105 -0.0589 0.08
H 1.526173 -0.733380 4.542400 -0.0125 0.0075 0.0233 0.05
H -0.515051 -1.793384 6.833663 0.0305 0.0113 0.0535 0.10
H -0.013423 -2.603242 5.354817 -0.0147 -0.0005 -0.0561 0.07
H -1.722341 -2.246446 5.642016 -0.0336 -0.0029 0.0140 0.05
H -1.008792 0.709732 6.846132 -0.0218 -0.0086 0.0141 0.09
H -2.434348 0.197847 5.943886 -0.0302 -0.0470 -0.0474 0.07
H -1.396521 1.476769 5.300896 0.0048 0.0106 -0.0118 0.08
H -4.108953 -3.496346 1.435073 -0.0818 0.0548 0.0575 0.07
H -3.471629 -5.024822 0.850367 0.0100 -0.0145 -0.0071 0.09
H -2.948324 -3.513257 0.100944 0.0053 -0.0046 0.0851 0.07
H -3.427457 -4.041501 3.770592 -0.0225 0.0552 0.0026 0.07
H -1.737475 -4.432043 4.139030 0.0340 0.0574 -0.0015 0.08
H -2.737431 -5.573863 3.242448 -0.0221 -0.0145 0.0176 0.09
H -0.453044 -4.150625 0.660869 0.0169 -0.0001 -0.0224 0.06
H -1.106618 -5.668329 1.287733 -0.0255 -0.0373 -0.0055 0.10
H -0.075842 -4.664871 2.308178 0.0072 -0.0024 0.0334 0.07
H -4.120683 1.963565 2.305800 -0.0041 -0.0124 0.0431 0.10
H -4.811855 2.130435 0.688586 -0.0260 -0.0035 -0.0259 0.09
H -3.088557 2.392905 0.935412 0.0746 0.0464 -0.0427 0.05
H -5.263775 -0.277689 2.369564 0.0229 0.0214 0.0269 0.07
H -4.789906 -1.542679 1.229985 0.0372 -0.1169 -0.0236 0.06
H -5.746381 -0.175566 0.677132 -0.0086 0.0062 0.0041 0.10
H -2.410584 0.617102 -0.741788 0.0174 0.0251 0.0260 0.06
H -4.114756 0.366367 -1.126513 -0.0012 0.0020 -0.0038 0.10
H -3.117950 -1.004432 -0.627656 -0.0024 -0.0358 0.0201 0.07
C -0.370293 2.330673 2.374843 -0.0333 -0.0364 0.0344 -0.09
O 0.525306 1.420392 1.729815 0.1088 0.0149 0.2439 -0.31
C 1.882021 1.792624 1.981509 0.0461 -0.0303 -0.2029 -0.19
C 2.786128 0.589204 2.008132 -0.0160 0.0195 0.1468 -0.19
O 2.937559 0.017922 0.719199 -0.0083 -0.0771 0.0267 -0.18
C 3.565438 -1.256540 0.777663 -0.1092 -0.0590 -0.0774 -0.16
C 2.546380 -2.384166 0.659800 0.0290 0.0022 -0.0485 -0.18
O 1.485505 -2.299292 1.605228 0.1167 0.1243 0.1337 -0.29
C 1.813123 -2.860874 2.870816 -0.0618 -0.0683 0.0650 -0.09
H -0.190684 3.349377 2.019541 -0.0071 -0.0178 0.0140 0.10
H -1.381971 2.017356 2.138845 0.0185 -0.0185 0.0257 0.06
H -0.236633 2.285636 3.458239 0.0257 0.0211 -0.0475 0.08
H 2.202381 2.512065 1.216640 0.0101 -0.0596 0.0475 0.13
H 1.947284 2.281682 2.959357 0.0103 -0.0432 -0.0379 0.13
H 3.766132 0.891475 2.404667 -0.0609 0.0230 -0.0702 0.15
H 2.362886 -0.147571 2.697119 -0.0095 0.0517 -0.0033 0.09
H 4.257589 -1.328006 -0.064113 -0.0126 -0.0261 -0.0364 0.13
H 4.163851 -1.347569 1.690209 -0.0496 0.0183 0.0094 0.13
H 2.066967 -2.354153 -0.313989 -0.0114 0.0771 -0.0721 0.09
H 3.042626 -3.355831 0.760504 0.0454 0.0405 -0.0075 0.14
H 2.055833 -3.921561 2.761049 0.0106 0.0443 -0.0025 0.10
H 2.661112 -2.345925 3.332347 -0.0153 -0.0105 -0.0247 0.09
H 0.931073 -2.749159 3.497286 0.0331 -0.0153 -0.0258 0.06
C -0.798830 -2.515655 -1.804671 -0.0081 -0.0769 0.1143 0.00
C -0.095405 -1.194170 -1.851486 -0.1249 0.0012 -0.2840 -0.75
O 0.315754 -0.741631 -2.949151 -0.1053 -0.4615 -0.3279 -0.15
N 0.135841 -0.476401 -0.769871 0.3336 0.2015 -0.1694 -0.24
Te 1.082146 1.155186 -1.673446 0.0907 0.1656 0.7390 1.94
C 2.780163 1.028826 -2.968134 -0.0224 -0.2764 0.0527 -0.31
C 3.486180 -0.106087 -3.375559 0.1413 0.1830 -0.0780 -0.27
C 3.098047 -1.522881 -3.083390 -0.0081 -0.0230 0.0949 -0.04
C 4.646658 0.081954 -4.125697 -0.1047 0.0288 0.0235 0.00
C 5.112023 1.337264 -4.479900 0.0047 -0.0363 -0.0047 -0.25
C 6.371263 1.501050 -5.279301 0.0309 0.0086 -0.0373 -0.04
C 4.394247 2.441137 -4.045270 -0.0409 0.0130 0.0122 0.00
C 3.242941 2.315294 -3.280218 0.0813 0.0162 -0.0503 -0.30
C 2.542302 3.574927 -2.848116 0.0516 0.2016 -0.0305 -0.08
C -0.381071 2.062717 -2.899638 0.0409 -0.1459 -0.1052 -0.31
C -0.543376 1.866764 -4.274940 -0.1102 0.0940 -0.0183 -0.26
C 0.281080 0.968730 -5.152191 0.0441 -0.0465 -0.0512 -0.04
C -1.550529 2.593070 -4.913284 0.0595 -0.0105 0.0558 0.00
C -2.365037 3.492828 -4.248473 0.0215 -0.0440 -0.0307 -0.25
C -3.446877 4.242330 -4.966050 -0.0460 0.0400 -0.0376 -0.04
C -2.145281 3.694095 -2.891911 0.0281 -0.0640 0.0555 0.00
C -1.159289 3.001978 -2.206463 -0.1570 0.0550 -0.1545 -0.31
C -0.947733 3.331351 -0.758944 -0.0336 0.1893 0.1586 -0.10
H -1.568472 -2.547294 -2.573661 -0.0049 0.0200 -0.0045 0.10
H -1.238176 -2.719963 -0.829822 0.0207 0.0249 -0.0709 0.03
H -0.072669 -3.299298 -2.033885 -0.0198 0.0122 -0.0113 0.10
H 2.585713 -1.602289 -2.133186 -0.1043 -0.0568 0.1728 0.04
H 3.990666 -2.147374 -3.047909 -0.0330 -0.0264 -0.0118 0.09
H 2.427548 -1.913171 -3.846749 -0.0485 -0.0138 -0.0361 0.10
H 5.199831 -0.793770 -4.443654 0.0134 -0.0331 -0.0084 0.12
H 6.654645 0.567882 -5.762064 0.0138 -0.0128 -0.0103 0.08
H 7.197580 1.810378 -4.637232 0.0077 0.0072 0.0102 0.09
H 6.252571 2.262635 -6.049574 -0.0040 0.0092 0.0014 0.09
H 4.738419 3.434865 -4.303327 0.0207 0.0515 -0.0065 0.12
H 3.130332 4.440497 -3.147401 -0.0120 0.0132 0.0174 0.09
H 2.418684 3.631086 -1.763297 0.0130 0.0190 0.0227 0.06
H 1.555814 3.675361 -3.302474 -0.0025 0.0133 -0.0142 0.08
H 1.257237 0.735204 -4.744002 -0.0329 0.0062 0.0004 0.05
H 0.421994 1.456007 -6.116334 0.0022 -0.0266 -0.0409 0.09
H -0.237037 0.025103 -5.317082 -0.0054 -0.0270 -0.0057 0.09
H -1.685693 2.446868 -5.977992 -0.0053 -0.0016 -0.0451 0.12
H -3.437232 4.028555 -6.032460 -0.0012 -0.0051 -0.0266 0.08
H -3.331901 5.318361 -4.833167 0.0026 0.0131 0.0113 0.09
H -4.427714 3.968962 -4.575301 -0.0207 -0.0006 0.0077 0.09
H -2.750569 4.413820 -2.354379 -0.0281 0.0285 0.0245 0.12
H -1.767481 3.955247 -0.403157 0.0414 0.0127 0.0288 0.09
H -0.017466 3.888921 -0.611915 -0.0132 -0.0053 0.0177 0.09
H -0.902245 2.454688 -0.118170 -0.0293 -0.1280 0.0120 0.02
```
Positions in Å, forces in eV/Å.

As for the orbital gap: 8.5 eV. The largest force on an atom is 0.76 eV/Å. The charge is +1. The LUMO energy is -2.04 eV.